Entry from the OMol25 dataset: 2 unconnected molecules or ions with the total composition C23H36N6O3 (ωB97M-V/def2-TZVPD).

Its frontier orbital gap is 0.324 Eh. Its HOMO energy is -9.566 eV. Its SMILES is CCCCCCCCC[C@H](C#N)[C@](C#N)(CC=O)CC(N)(N)N.O=[N+]([O-])c1ccccc1. For the max |F|, the calculation gives 0.1295 hartree/bohr. As for the total energy: -39510.1973 eV.

```
! RIJCOSX wB97M-V def2-TZVPD def2/J DEFGRID3
* xyz 0 1
O -1.6629 -5.2982 -1.0006
O -1.0096 -3.6358 0.2255
O 3.7247 4.8868 1.4160
N 2.3019 1.2883 2.4309
N 2.4774 -0.9315 -2.3518
N 1.3088 -0.7855 -0.2712
N -0.8911 4.6763 0.1924
N 3.8025 -0.9104 -0.3542
N -0.8194 -4.7034 -0.3428
C 2.5427 -0.3353 -0.9595
C -2.6432 1.3799 2.4785
C 2.4131 3.7205 -0.4464
C 1.4852 -4.6828 0.5482
C 2.7371 -5.2758 0.6790
C -2.6698 1.4375 -1.2327
C 2.7139 1.2514 -1.1626
C -2.4158 -0.1236 -0.9279
C -2.2597 -0.4969 0.6296
C 2.2091 1.9198 1.3950
C -3.9991 3.6680 1.9882
C 2.6131 4.5606 0.9214
C 0.2777 2.2310 -0.4673
C 1.8707 2.1899 -0.1734
C -3.7054 2.4685 3.0277
C 3.0072 -6.4830 0.0401
C -0.1182 1.9427 -1.9998
C 0.7749 -6.5165 -0.8712
C -3.3379 0.1894 1.6072
C -1.6882 2.0810 -2.3288
C -0.4490 3.5490 0.1088
C 2.0307 -7.1005 -0.7368
C 0.5079 -5.3115 -0.2229
H 1.2877 -3.7420 1.0511
H -3.2957 4.5645 2.0893
H 0.2223 0.9042 -2.3752
H -2.7149 2.0873 -0.2708
H 3.6607 -1.8908 -0.0731
H -0.1704 1.3520 0.1482
H -1.8951 3.1833 -2.5575
H -1.5241 -0.5404 -1.5377
H -3.7920 -0.5356 2.3801
H 4.1332 -0.3309 0.4334
H 0.0220 -7.0097 -1.4770
H 2.5682 1.5184 -2.2825
H 1.8092 4.2707 -1.2468
H -3.3376 -0.7170 -1.3120
H 0.4437 2.7121 -2.6584
H -4.0067 3.3491 0.8879
H 3.4834 3.6030 -0.8853
H -1.2025 -0.3003 1.0248
H 2.2481 -8.0399 -1.2348
H 3.9839 -6.9457 0.1492
H -3.3430 2.9613 4.0144
H 2.1273 -1.8987 -2.3179
H -2.4256 -1.6424 0.7084
H -4.2122 0.6621 1.0375
H -5.0642 4.0698 2.2261
H -3.7419 1.5105 -1.6770
H 3.8343 1.4870 -0.9555
H 3.5028 -4.7983 1.2822
H -4.7034 1.9142 3.1879
H -1.9280 1.9515 1.7723
H -1.9960 0.9742 3.3428
H -1.8650 1.4883 -3.3133
H 1.6330 4.9136 1.4399
H 3.3860 -0.8500 -2.8266
H 1.3000 -0.5802 0.7365
H 0.4432 -0.5049 -0.7496
*
```

---

Entry from the OMol25 dataset: a molecular structure, C23H37Br2MnNO11P2SSi (ωB97M-V/def2-TZVPD).

Its frontier orbital gap (spin up / spin down) is 0.211 / 0.192 Eh. Its HOMO energy (spin up / spin down) is -1.953 / -1.437 eV. The calculation puts the energy relative to the best compared isomer or geometry (same formula, charge and spin) at 30.8 kJ/mol. For the max |F|, the calculation gives 0.0223 hartree/bohr. As for the total energy: -257174.8363 eV.

```
! RIJCOSX wB97M-V def2-TZVPD def2/J DEFGRID3
* xyz -2 2
Br 1.1322 3.9181 1.9884
Br -1.4497 6.2587 -3.2948
Mn 1.2782 0.7931 -0.2858
S -0.4009 0.2266 1.7485
P 4.2934 0.7740 -1.7145
P 3.2079 -1.7682 -0.8532
Si -1.4611 -0.7567 0.3000
O 4.9136 0.7462 -3.0453
O -3.0254 -0.2412 0.0682
O 5.5401 2.3334 4.1365
O 2.8779 1.2623 -1.5175
O 4.4093 -0.6808 -0.9628
O 3.8654 -2.7357 0.2906
O 3.0351 -2.5305 -2.1072
O 5.2552 1.6439 -0.7283
O -0.6479 -0.4324 -1.1127
O -1.6694 -2.3937 0.4052
O 2.0418 -1.1086 -0.1708
N 2.4279 1.5122 1.5112
C -1.5937 -3.2370 2.6475
C -0.7110 4.7687 -2.3254
C -0.9813 2.6650 -1.2334
C 4.5190 2.0285 3.2892
C -5.3189 0.2361 0.1783
C -3.9865 0.3668 0.9139
C 3.5558 2.9872 3.0365
C -1.6298 -4.7340 0.6404
C 4.3915 0.7822 2.6907
C -4.0678 -0.3613 2.2562
C 0.3809 2.5593 -0.9040
C 0.1821 -0.1113 -3.3029
C -0.3904 -2.4106 -2.5212
C -1.1058 -3.4179 1.2111
C -0.7773 -0.9363 -2.4566
C -2.2169 -0.7394 -2.9319
C 2.5322 2.6643 2.1573
C 0.6427 4.7432 -2.0422
C -3.6534 1.8398 1.1354
C -1.5397 3.7395 -1.9258
C 1.1541 3.6515 -1.3478
C 3.3342 0.5726 1.8299
C 0.4180 -3.4035 1.1541
H 1.2863 5.5531 -2.3652
H -1.2198 -2.2903 3.0421
H 0.6482 -2.5453 -2.2195
H -6.1228 0.7047 0.7525
H 0.7599 -3.4865 0.1226
H -2.3454 -1.2066 -3.9112
H -4.8218 0.1114 2.8914
H -1.0388 -2.9995 -1.8726
H 2.2237 3.6499 -1.1555
H 4.8202 1.7585 0.1236
H -5.2510 0.7206 -0.7973
H -2.6861 -3.2201 2.6689
H -2.4483 0.3248 -3.0132
H 3.1852 -0.3869 1.3587
H -2.7216 -4.7183 0.6060
H 0.8074 -2.4676 1.5522
H 4.4700 -3.3252 -0.1720
H -1.3046 -5.5739 1.2595
H -5.5574 -0.8184 0.0258
H 5.1001 -0.0149 2.8813
H -1.2508 -4.8792 -0.3721
H -3.1012 -0.3178 2.7596
H -2.9202 -1.1886 -2.2295
H -0.4975 -2.7651 -3.5497
H -0.0931 0.9438 -3.2825
H -2.5990 3.7674 -2.1568
H 0.8197 -4.2421 1.7310
H -1.6570 1.8737 -0.9310
H 0.1711 -0.4679 -4.3358
H -3.6314 2.3717 0.1839
H -2.6722 1.9313 1.6029
H -4.4055 2.3040 1.7805
H -4.3404 -1.4076 2.1003
H 3.5836 3.9526 3.5177
H 6.0845 1.5465 4.2454
H -1.2385 -4.0539 3.2815
H 1.2030 -0.2122 -2.9282
*
```

---

Entry from the OMol25 dataset: 4 unconnected molecules or ions with the total composition C23H37BrCl2O9 (ωB97M-V/def2-TZVPD).

Its frontier orbital gap is 0.274 Eh. Its HOMO energy is -9.325 eV. Its SMILES is C/C(Cl)=C(\Cl)C1=C(CC(=O)Br)C(=O)C=CC1=O.COCCOC.COCCOC.COCCOC. For the max |F|, the calculation gives 0.1027 hartree/bohr. As for the total energy: -137957.7382 eV.

```
! RIJCOSX wB97M-V def2-TZVPD def2/J DEFGRID3
* xyz 0 1
Br 6.6514 -1.1811 -3.8476
Cl 0.9375 -0.1274 -3.7156
Cl 4.1600 -2.5240 -1.6375
O -2.3254 -4.1917 -1.9380
O 4.8288 -2.3409 -5.7004
O -4.7958 -4.7653 -0.4132
O 5.1979 2.9170 -4.8388
O 3.6827 0.7239 -0.0950
O -0.2180 2.6844 5.3529
O -2.7995 2.4350 1.1602
O -2.6264 -0.4424 0.5049
O 2.2893 4.1255 4.7469
C -4.1930 -5.6501 -1.3559
C 4.3450 3.3737 -2.6040
C -0.0824 3.0857 6.7090
C 4.6210 2.4041 -3.8492
C -1.6959 0.5509 0.0761
C -0.1054 3.7820 4.4481
C -1.5875 1.6853 1.0876
C 1.9351 -1.4740 -2.9498
C -3.8776 -0.3292 -0.1579
C 4.1571 0.0372 -5.1625
C 1.2641 -2.9412 -2.9560
C 3.0097 2.9695 5.1528
C 3.9784 2.8375 -1.3493
C 1.2712 3.8236 3.7951
C 3.2063 -1.1835 -2.4046
C 4.1468 0.8786 -3.7917
C -5.4036 -3.6443 -1.0380
C -3.5776 2.0946 2.2999
C -1.9528 -3.2644 -0.9253
C -2.6803 -5.4668 -1.4047
C 5.0666 -1.2896 -5.0829
C 3.8035 1.2624 -1.2265
C 3.7305 0.3325 -2.5351
H -3.1163 2.5114 3.2019
H 1.5657 -3.5105 -3.9135
H -3.7865 -0.6888 -1.1877
H -1.3054 1.3055 2.0757
H -0.8059 2.3765 0.7582
H 3.0953 -0.1739 -5.5467
H -4.2469 0.6993 -0.1576
H -2.2352 -5.6129 -0.4147
H 0.1229 -2.7936 -3.0017
H 1.5176 -3.5489 -2.0280
H -0.3300 4.7273 4.9538
H -1.9622 0.9330 -0.9154
H -6.3307 -3.9534 -1.5330
H -2.6705 -3.2497 -0.1022
H 2.3422 2.1458 5.4175
H 0.7889 3.7293 6.8587
H -2.2591 -6.2206 -2.0767
H 3.6864 2.6539 4.3529
H 0.0396 2.1893 7.3186
H 1.4881 2.8834 3.2763
H -1.9167 -2.2684 -1.3705
H -4.7375 -3.1719 -1.7656
H -4.5990 -0.9563 0.3688
H -4.5688 2.5340 2.1788
H -4.6365 -5.5203 -2.3490
H 1.2819 4.6270 3.0522
H -0.9578 -3.5136 -0.5434
H -0.9882 3.6100 7.0327
H -3.6880 1.0121 2.4097
H -4.4126 -6.6679 -1.0207
H 3.6037 3.2298 6.0309
H -0.7211 0.0598 -0.0042
H 3.7925 3.4772 -0.4245
H -5.6466 -2.9144 -0.2650
H 4.6422 0.7367 -5.9419
H -0.8595 3.6307 3.6699
H 4.4521 4.5057 -2.7484
*
```

---

Entry from the OMol25 dataset: a molecular structure, C23H37GeN3O4PdSe (ωB97M-V/def2-TZVPD).

Its frontier orbital gap (spin up / spin down) is 0.281 / 0.199 Eh. Its HOMO energy (spin up / spin down) is -13.690 / -13.706 eV. The calculation puts the energy relative to the best compared isomer or geometry (same formula, charge and spin) at 22.1 kJ/mol. For the max |F|, the calculation gives 0.0071 hartree/bohr. As for the total energy: -162436.5491 eV.

```
! RIJCOSX wB97M-V def2-TZVPD def2/J DEFGRID3
* xyz 2 5
Pd 0.1773 0.4900 0.0075
Se 1.2414 -0.8442 -1.9328
Ge 3.6872 -0.5181 -4.0678
O -1.8145 -0.3158 -0.4095
O -3.6609 0.6849 -1.9879
O 0.8885 -0.7603 1.7778
O 1.5692 1.9632 1.1003
N -0.3704 2.2154 -1.2655
N -1.6549 -2.5903 -0.2026
N -0.6030 -2.5549 0.4760
C 2.0801 -4.1417 2.3066
C 2.9638 -2.0912 -4.9485
C 4.9626 -1.0011 -2.6837
C 4.3631 0.8016 -5.3098
C 2.3446 -1.5687 3.4145
C -0.1784 -1.2218 -3.1966
C -2.2891 -1.4646 -0.6403
C -4.0458 -2.9540 -1.5474
C -0.5523 2.5955 2.1231
C -5.7333 -2.0821 -2.9987
C 0.9264 2.3881 2.3233
C 0.2524 -3.4392 0.8579
C 2.9730 -3.8964 3.3258
C 1.2822 -3.1192 1.7912
C -3.4951 -1.6604 -1.4069
C -5.2256 -0.8085 -2.8765
C 2.9638 1.7106 1.3634
C 3.0847 -2.5963 3.8962
C 1.4572 -1.7533 2.2872
C -4.1101 -0.5801 -2.0741
C 3.6565 1.2388 0.1141
C -5.1485 -3.1673 -2.3298
C 2.1902 0.3993 -3.0732
H 0.1419 -4.4623 0.5046
H 3.0365 0.9608 2.1534
H 3.4018 2.6414 1.7299
H 0.4601 2.7895 -1.3806
H 5.7731 -1.5879 -3.1149
H -5.6784 0.0347 -3.3789
H -1.0736 1.6809 1.8081
H -5.5689 -4.1575 -2.4263
H 3.5708 -4.7058 3.7211
H -1.0758 2.7989 -0.8255
H 1.9644 -5.1473 1.9228
H -2.9636 0.6902 -1.3111
H -0.7150 1.9815 -2.1918
H 3.2223 0.3000 -0.2416
H -0.9951 2.8683 3.0811
H 2.6221 1.1640 -2.4339
H 3.5959 1.0926 -6.0263
H -0.8543 -1.9666 -2.7870
H 1.4578 0.8606 -3.7358
H 3.7647 -2.4361 4.7219
H 2.4089 -0.5737 3.8322
H 5.3955 -0.1082 -2.2318
H 2.5385 -2.7949 -4.2311
H 3.6090 1.9905 -0.6721
H -3.5872 -3.7783 -1.0169
H 1.1061 1.6254 3.0848
H -6.6070 -2.2450 -3.6158
H 1.4045 3.3170 2.6409
H 0.3032 -1.6161 -4.0882
H 5.2050 0.3829 -5.8607
H 4.7092 1.6890 -4.7807
H 4.4910 -1.6017 -1.9042
H -0.7142 -0.3039 -3.4273
H 2.2091 -1.8234 -5.6882
H -0.7646 3.4031 1.4237
H 4.7078 1.0501 0.3313
H 3.7717 -2.6045 -5.4699
*
```